No. 1
The following is a DFT calculation (the ωB97M-V functional and the def2-TZVPD basis) of a structure of composition C5H8N2O at a distorted geometry.

HOMO-LUMO gap: 0.3749 hartree
LUMO level: 0.67 eV
energy above the lowest of the compared OMol25 structures with the same formula, charge and spin: 6.297 eV
HOMO energy: -9.5 eV

Element x y z (Å)
C1 2.45 -0.21 0.08
C2 0.12 -0.94 0.39
C3 -0.95 -0.89 -0.72
C4 -0.98 1.23 -0.09
C5 0.10 0.44 0.68
H1 2.33 -0.79 1.02
H2 0.39 -1.77 1.05
H3 -1.46 -1.91 -0.56
H4 -0.53 -0.48 -1.82
H5 -2.43 -0.21 0.67
H6 -1.54 2.29 0.24
H7 -0.56 1.56 -1.36
H8 0.53 1.10 1.59
N1 1.17 0.01 -0.31
N2 -1.95 0.14 -0.31
O1 3.30 0.42 -0.55

No. 2
The following is a DFT calculation (the ωB97M-V functional and the def2-TZVPD basis) of the molecule C5H8N2O at a distorted geometry.

HOMO-LUMO gap: 0.3777 hartree
SMILES: O=CN1[C@@H]2CNC[C@@H]21
LUMO level: 0.83 eV
energy above the lowest of the compared OMol25 structures with the same formula, charge and spin: 2.267 eV
HOMO energy: -9.5 eV

Element x y z (Å)
C1 -1.79 -0.18 -1.73
C2 -0.69 -0.26 0.49
C3 -0.01 0.68 1.51
C4 1.59 0.18 -0.17
C5 0.32 -0.61 -0.52
H1 -1.86 -1.33 -1.69
H2 -1.52 -0.89 0.71
H3 -0.23 0.31 2.53
H4 -0.34 1.72 1.35
H5 1.84 -0.07 1.85
H6 2.43 -0.51 -0.20
H7 1.71 0.97 -0.92
H8 0.34 -1.55 -1.08
N1 -0.75 0.35 -0.90
N2 1.41 0.65 1.23
O1 -2.45 0.53 -2.47

No. 3
The following is a DFT calculation (the ωB97M-V functional and the def2-TZVPD basis) of the molecule C5H8N2O at a distorted geometry.

HOMO-LUMO gap: 0.3535 hartree
SMILES: [H]/N=C(/C)NC(=O)C=C
LUMO level: 0.09 eV
energy above the lowest of the compared OMol25 structures with the same formula, charge and spin: 2.124 eV
HOMO energy: -9.5 eV

Element x y z (Å)
C1 1.84 -1.17 1.03
C2 1.32 -0.68 -0.44
C3 -1.03 -0.18 0.38
C4 -2.12 0.79 0.30
C5 -1.93 1.95 -0.31
H1 2.72 -1.77 0.92
H2 2.00 -0.28 1.48
H3 1.05 -1.79 1.52
H4 1.69 -0.93 -2.30
H5 -0.04 0.62 -1.31
H6 -2.94 0.47 0.88
H7 -2.56 2.86 -0.41
H8 -1.06 2.03 -0.89
N1 2.12 -0.91 -1.38
N2 0.13 0.19 -0.46
O1 -1.21 -1.20 0.99

No. 4
The following is a DFT calculation (the ωB97M-V functional and the def2-TZVPD basis) of the molecule C5H8N2O at a distorted geometry.

HOMO-LUMO gap: 0.3694 hartree
SMILES: C#C[C@H](C)/N=C\NO
LUMO level: 0.63 eV
energy above the lowest of the compared OMol25 structures with the same formula, charge and spin: 6.425 eV
HOMO energy: -9.4 eV

Element x y z (Å)
C1 1.71 -1.38 0.68
C2 0.64 -0.37 0.25
C3 -1.51 -0.83 -0.72
C4 1.44 0.67 -0.27
C5 2.23 1.59 -0.52
H1 2.20 -0.95 1.70
H2 2.58 -1.46 -0.17
H3 1.51 -2.54 0.88
H4 0.00 0.01 1.16
H5 -2.27 -1.45 -1.37
H6 -3.14 0.16 -0.05
H7 -1.57 1.55 1.44
H8 3.05 2.29 -0.72
N1 -0.24 -1.06 -0.68
N2 -2.19 0.03 0.31
O1 -1.54 1.44 0.40

E_tot values, unit eV, following the record order: -10336.42925; -10340.45960; -10340.60187; -10336.30074.